[1]
{
  "formula": "C13H42N12O15Zn2",
  "method": "the ωB97M-V functional and the def2-TZVPD basis",
  "elements": ["Zn", "Zn", "O", "O", "O", "O", "O", "O", "O", "O", "O", "O", "O", "O", "O", "O", "O", "N", "N", "N", "N", "N", "N", "N", "N", "N", "N", "N", "N", "C", "C", "C", "C", "C", "C", "C", "C", "C", "C", "C", "C", "C", "H", "H", "H", "H", "H", "H", "H", "H", "H", "H", "H", "H", "H", "H", "H", "H", "H", "H", "H", "H", "H", "H", "H", "H", "H", "H", "H", "H", "H", "H", "H", "H", "H", "H", "H", "H", "H", "H", "H", "H", "H", "H"],
  "positions_angstrom": [[-7.85, 1.02, 10.31], [-3.29, 4.35, 10.23], [-4.40, 3.04, 9.18], [-6.40, 2.35, 9.84], [-2.01, 3.04, 10.97], [-0.39, -0.22, 7.65], [-4.39, -1.04, 13.23], [-4.24, 6.14, 9.62], [-8.25, 1.57, 12.23], [-5.47, 4.04, 4.72], [-1.92, 4.87, 8.66], [-7.70, -0.12, 8.56], [-8.53, 5.62, 9.95], [-3.31, -1.28, 7.04], [-9.31, 2.22, 9.65], [-5.12, 3.75, 11.09], [-6.47, -0.26, 11.15], [-7.00, 6.00, 11.61], [-6.33, 4.01, 6.82], [-1.01, 2.38, 12.90], [-11.54, 2.47, 9.41], [-8.91, 2.01, 14.35], [-0.36, 1.48, 10.89], [-9.09, 6.90, 11.75], [-10.49, 3.47, 11.16], [-6.80, -1.72, 7.24], [-4.40, 2.84, 6.30], [-7.18, 3.19, 13.36], [-6.37, 0.45, 6.81], [-5.39, 3.70, 5.88], [-1.17, 2.34, 11.56], [-8.07, 2.18, 13.30], [-5.07, -0.50, 10.93], [-2.81, -0.23, 7.85], [-1.58, 0.48, 7.33], [-8.22, 6.14, 11.00], [-2.22, 6.25, 8.33], [-4.27, -0.10, 12.16], [-6.99, -0.45, 7.59], [-10.38, 2.67, 10.07], [-5.36, 3.02, 10.04], [-3.72, 6.38, 8.28], [-7.01, 3.55, 14.29], [-10.02, 7.09, 11.44], [-6.48, 1.41, 7.09], [-6.77, -0.85, 11.85], [-4.49, 7.01, 9.95], [0.27, -0.03, 6.98], [-5.30, -1.03, 13.55], [-4.09, 2.62, 7.23], [-1.07, 4.65, 8.25], [-5.58, 0.28, 6.21], [-4.14, 5.64, 7.61], [-11.52, 1.92, 8.58], [-8.79, 7.33, 12.61], [0.34, 0.95, 11.38], [-9.61, 1.30, 14.21], [-6.14, -1.94, 6.51], [-6.37, 5.31, 11.21], [-4.75, 0.11, 10.09], [-6.74, 6.44, 12.47], [-9.73, 3.60, 11.80], [-1.77, 6.83, 9.14], [-7.19, -2.52, 7.71], [-4.02, 7.34, 7.88], [-0.63, 1.27, 9.94], [-3.45, -0.97, 6.14], [-1.58, 1.46, 7.84], [-1.61, 0.64, 6.25], [-3.84, 2.49, 5.54], [-2.44, -0.64, 8.79], [-4.59, 0.90, 12.47], [-3.20, -0.11, 11.97], [-12.38, 2.94, 9.70], [-6.63, 3.42, 12.54], [-6.30, 3.54, 7.71], [-0.41, 1.72, 13.37], [-7.08, 4.62, 6.55], [-1.80, 6.54, 7.37], [-3.61, 0.50, 8.00], [-11.40, 3.81, 11.43], [-4.91, -1.56, 10.72], [-8.75, 2.45, 15.23], [-1.41, 3.10, 13.47]],
  "lowdin_charge": [0.77, 0.84, -0.11, -0.03, -0.02, -0.05, -0.04, -0.07, -0.03, 0.05, -0.08, -0.01, 0.04, -0.05, -0.01, -0.12, -0.10, 0.15, 0.18, 0.20, 0.20, 0.19, 0.22, 0.15, 0.21, 0.20, 0.15, 0.21, 0.21, -0.70, -0.60, -0.61, -0.16, -0.25, -0.25, -0.68, -0.16, -0.21, -0.61, -0.59, -0.82, -0.16, 0.12, 0.10, 0.08, 0.12, 0.13, 0.10, 0.08, 0.04, 0.12, 0.10, 0.12, 0.13, 0.09, 0.12, 0.12, 0.11, 0.05, 0.11, 0.10, 0.09, 0.13, 0.12, 0.15, 0.09, 0.08, 0.10, 0.13, 0.10, 0.13, 0.12, 0.12, 0.12, 0.08, 0.06, 0.12, 0.12, 0.14, 0.09, 0.12, 0.14, 0.12, 0.12],
  "gap_ev": 8.82,
  "multiplicity": 1,
  "total_energy_ev": -159588.9904,
  "lumo_ev": -4.72,
  "total_charge": 2,
  "de_lowest_ev": 0.000
}

[2]
{
  "formula": "C34H35BrCaClN6O5PTe",
  "method": "the ωB97M-V functional and the def2-TZVPD basis",
  "elements": ["Te", "Br", "Ca", "Cl", "P", "O", "O", "O", "O", "O", "N", "N", "N", "N", "N", "N", "C", "C", "C", "C", "C", "C", "C", "C", "C", "C", "C", "C", "C", "C", "C", "C", "C", "C", "C", "C", "C", "C", "C", "C", "C", "C", "C", "C", "C", "C", "C", "C", "C", "C", "H", "H", "H", "H", "H", "H", "H", "H", "H", "H", "H", "H", "H", "H", "H", "H", "H", "H", "H", "H", "H", "H", "H", "H", "H", "H", "H", "H", "H", "H", "H", "H", "H", "H", "H"],
  "positions_angstrom": [[-3.65, -3.49, -3.56], [-4.16, 1.40, 5.15], [-0.71, -0.19, -0.72], [-1.11, 0.02, 1.99], [-3.32, -2.86, -1.31], [-0.40, 1.89, -1.91], [-2.87, -4.18, -0.50], [-2.43, -1.73, -0.93], [-4.74, -2.48, -0.61], [0.85, -1.48, -1.45], [-2.81, 1.31, -0.88], [6.20, -0.82, -0.83], [-3.25, 6.12, 0.15], [1.63, 0.95, 0.14], [-3.78, 6.10, 1.29], [6.62, 0.07, 1.18], [-3.81, 4.95, 2.14], [-7.04, -2.68, -0.06], [-0.77, 4.22, -1.72], [-5.84, -3.39, -0.65], [-1.57, 5.23, -1.21], [1.61, -2.49, -1.96], [-3.27, 3.65, -0.50], [7.75, -0.59, 0.71], [-4.57, 3.29, -0.10], [-4.00, 2.85, 3.94], [-2.75, 4.99, -0.52], [8.45, -1.90, -1.23], [7.50, -1.17, -0.54], [2.20, 0.57, 1.28], [-5.07, 3.73, 3.79], [2.68, -2.95, -0.95], [-4.94, 1.97, -0.07], [2.28, -2.08, -3.27], [-4.00, 0.99, -0.43], [-2.73, 4.08, 2.33], [-2.44, 2.61, -0.95], [2.39, 1.09, -0.94], [-0.69, -4.08, 0.58], [9.97, -1.46, 0.62], [9.01, -0.73, 1.30], [3.75, 0.80, -0.94], [9.69, -2.04, -0.63], [-1.12, 2.86, -1.56], [4.33, 0.37, 0.24], [5.73, -0.10, 0.24], [3.55, 0.28, 1.38], [-2.83, 3.02, 3.22], [-4.96, 4.78, 2.90], [-2.19, -3.98, 0.76], [2.95, -1.23, -3.08], [10.95, -1.59, 1.05], [4.33, 0.91, -1.85], [-5.93, 1.68, 0.25], [-0.34, -3.32, -0.11], [0.16, 4.44, -2.21], [-7.91, -3.35, -0.06], [-5.59, -4.28, -0.07], [2.21, -3.27, -0.02], [-2.45, -3.01, 1.18], [-6.02, -3.69, -1.68], [0.99, -3.39, -2.19], [-5.28, 4.06, 0.19], [3.33, -2.10, -0.71], [-5.77, 5.48, 2.77], [9.21, -0.28, 2.26], [-2.57, -4.77, 1.42], [1.88, 1.40, -1.84], [1.52, 0.45, 2.11], [-5.97, 3.58, 4.37], [-0.42, -5.06, 0.18], [-6.84, -2.36, 0.96], [-0.19, -3.93, 1.54], [5.61, -1.18, -1.57], [3.29, -3.77, -1.34], [-1.25, 6.26, -1.28], [2.87, -2.90, -3.72], [1.53, -1.76, -3.99], [3.98, -0.06, 2.32], [-7.28, -1.80, -0.65], [10.47, -2.61, -1.13], [-2.02, 2.31, 3.30], [-4.22, -0.06, -0.36], [-1.82, 4.20, 1.76], [8.24, -2.35, -2.20]],
  "lowdin_charge": [0.19, 0.69, 1.17, -0.28, 0.03, -0.16, -0.32, -0.50, -0.32, -0.45, 0.06, 0.17, 0.04, 0.03, 0.03, 0.18, -0.30, -0.09, -0.03, -0.34, -0.06, -0.63, -0.13, -0.23, -0.02, -0.69, -0.28, -0.03, -0.19, -0.14, -0.15, -0.07, -0.03, -0.08, -0.11, -0.02, -0.15, -0.13, -0.08, -0.12, -0.03, -0.03, -0.12, -0.38, -0.17, -0.28, 0.00, -0.12, -0.06, -0.28, 0.05, 0.09, 0.11, 0.10, 0.05, 0.10, 0.07, 0.11, 0.06, 0.10, 0.05, 0.12, 0.11, 0.05, 0.10, 0.10, 0.11, 0.10, 0.04, 0.09, 0.08, 0.07, 0.08, 0.15, 0.06, 0.10, 0.06, 0.07, 0.11, 0.07, 0.09, 0.04, 0.09, 0.12, 0.10],
  "gap_ev": 6.05,
  "multiplicity": 1,
  "total_energy_ev": -172600.0005,
  "lumo_ev": 3.66,
  "total_charge": -2,
  "de_lowest_ev": 0.000
}